# 1
Density functional theory data (ωB97M-V with the def2-TZVPD basis set) for C21H43BCdO2P2 as an isolated structure.

The total charge is 0. For the energy above the lowest of the compared OMol25 structures with the same formula, charge and spin, the calculation gives 158.1 kJ/mol.

XYZ file:
```
70
Properties=species:S:1:pos:R:3:forces:R:3
P -3.602688 1.019215 1.926999 -0.616 2.281 -0.397
P -3.009483 0.031183 -1.664828 -1.642 2.527 0.302
C -4.802068 0.788923 0.572823 -0.560 -0.078 0.032
C -4.398202 -0.244353 -0.501264 -0.413 -0.714 -0.118
H -5.091432 1.763045 0.155271 0.323 -0.483 0.117
H -5.710471 0.398091 1.057693 -0.005 -0.228 -0.154
H -4.209559 -1.227319 -0.033338 -0.170 0.310 -0.075
H -5.265737 -0.368865 -1.166916 0.082 -0.180 0.218
C -3.809366 0.442212 -3.250525 -0.228 -0.471 -0.286
H -3.065884 0.459282 -4.059570 -0.143 -0.011 0.248
H -4.290902 1.427398 -3.209801 0.237 -0.196 0.241
H -4.582814 -0.303506 -3.494202 0.290 0.164 -0.012
C -2.137988 -1.524968 -1.956631 0.178 -0.631 -0.265
H -2.699178 -2.107252 -2.704632 0.038 0.239 0.199
H -2.054174 -2.143426 -1.051570 -0.082 0.394 -0.235
H -1.129817 -1.371262 -2.362519 -0.266 0.095 0.112
C -4.041289 2.573060 2.781108 -0.682 -0.007 0.103
H -3.257927 2.861802 3.498435 -0.017 -0.312 -0.419
H -4.985443 2.464394 3.335100 0.141 -0.044 -0.191
H -4.152261 3.387028 2.054788 0.172 -0.297 0.090
C -4.120905 -0.261962 3.133077 -0.332 -0.396 0.327
H -4.338980 -1.208421 2.617541 0.133 0.184 0.106
H -5.038512 0.044728 3.658695 0.247 -0.098 -0.163
H -3.346574 -0.450084 3.888437 -0.140 0.118 -0.252
Cd 0.884627 -2.116830 0.297642 1.097 0.447 -0.089
C -2.176754 1.661867 -1.175331 1.926 -1.218 -0.556
C -2.790495 2.631646 -0.276814 -2.172 -1.168 1.542
C -1.963447 3.764551 0.205648 1.277 0.407 0.377
C -0.727737 3.369609 1.109503 -0.592 1.535 -1.184
C -0.950732 2.301298 2.043656 -1.129 -1.399 1.914
C -1.786392 1.112588 1.858691 3.663 -1.178 -0.031
C -1.177578 0.236666 0.708902 0.116 0.319 0.476
C -0.888476 0.971863 -0.598170 0.394 0.370 -0.168
C 1.827599 -1.373792 2.120621 -0.756 -0.128 1.420
H -1.964475 2.139635 -2.143856 0.431 -0.547 -0.714
H -3.795350 2.958443 -0.573572 0.241 0.092 -0.411
H -2.574716 4.477206 0.798361 0.084 -0.406 -0.389
H -1.548698 4.329512 -0.653057 0.057 0.362 0.087
H 0.106779 3.165983 0.429187 0.320 0.382 -0.166
H -0.443476 4.252816 1.693319 0.112 0.118 -0.308
H -0.584858 2.437902 3.062283 -0.261 0.029 -0.122
H -1.566569 0.515563 2.765360 -0.103 -0.056 0.023
H -1.775491 -0.682452 0.551379 -0.339 -0.244 -0.135
H -0.216847 -0.096671 1.124952 -0.255 0.125 -0.058
H -0.105701 1.707417 -0.441261 -0.108 -0.052 0.113
H -0.420074 0.251513 -1.301466 -0.301 0.409 0.075
H 1.305188 -1.922529 2.928429 0.497 0.422 0.203
H 1.680055 -0.296933 2.279324 0.030 -0.211 0.015
H 2.905183 -1.610812 2.182027 -0.419 -0.056 -0.185
C 5.012908 -3.366002 -2.345248 -0.164 -0.010 -0.114
C 5.056433 -2.735997 -0.947531 0.445 0.344 -0.459
C 6.185175 -3.364918 -0.167263 0.226 0.160 0.201
O 3.846152 -3.080211 -0.258084 -0.317 0.361 0.015
B 3.013123 -2.003506 -0.410190 -1.155 -0.615 -1.611
O 3.597666 -0.872866 -0.910681 -0.346 -0.395 0.348
C 5.005107 -1.148203 -0.989150 0.651 -0.208 0.378
C 5.694289 -0.495986 0.205263 0.077 -0.015 0.303
C 5.522836 -0.479787 -2.239612 0.234 -0.167 -0.437
H 4.972624 -4.454604 -2.234212 -0.033 0.153 -0.022
H 5.915413 -3.117192 -2.918210 -0.185 -0.034 0.134
H 4.128482 -3.056021 -2.923144 0.272 0.019 0.242
H 6.041874 -4.447567 -0.182535 0.097 0.071 -0.009
H 7.148206 -3.124261 -0.623042 0.039 -0.052 0.100
H 6.173918 -3.043640 0.878085 0.083 0.004 -0.196
H 6.784271 -0.573896 0.087369 -0.250 0.025 0.163
H 5.419233 0.563598 0.242197 0.069 -0.157 -0.086
H 5.401605 -0.934910 1.168505 0.035 0.004 -0.279
H 5.065755 -0.885810 -3.143191 -0.022 0.063 0.067
H 5.295108 0.587702 -2.188645 0.047 -0.104 0.012
H 6.609909 -0.600929 -2.320608 -0.158 0.029 -0.006
```
Positions in Å, forces in eV/Å.

Löwdin population analysis, charges in e, atoms 1 to 8: 0.92, 0.98, -0.35, -0.30, 0.07, 0.08, 0.08, 0.08

***

# 2
Density functional theory data (ωB97M-V with the def2-TZVPD basis set) for C21H43BClN4O5Pb as an isolated structure.

The total charge is -2. The spin multiplicity is 2. The value obtained for the total energy is -57103.37243 eV.

XYZ file:
```
76
Properties=species:S:1:pos:R:3:forces:R:3
Pb -1.373243 0.719843 -1.338314 -1.732 -1.685 -0.740
Cl -3.497013 3.208573 -0.094714 4.319 1.003 -0.192
O -4.043643 2.020753 -0.576984 -2.566 -1.458 -2.677
O -2.333543 2.695613 0.587156 1.941 0.378 1.201
O -3.021163 4.232943 -1.030074 -0.751 -1.285 -0.619
O -4.332513 3.855023 0.793706 -2.885 1.545 2.492
C 0.860747 -2.715927 -0.392294 -0.065 -0.006 0.038
C -0.407763 -3.223037 0.283036 -0.309 -1.481 -0.530
C -0.000503 -3.588897 1.759976 -1.545 0.085 -0.722
C -1.234973 -3.901467 2.652886 0.733 1.628 -0.004
C -2.113683 -2.618297 2.660286 1.519 -1.344 -1.225
C -2.652173 -2.310827 1.176976 0.780 -1.146 2.772
N -1.468463 -2.174257 0.207076 -1.444 -0.114 -0.040
O -1.982413 -1.969337 -1.205284 1.433 0.325 2.633
C -3.279733 -0.993337 1.469376 -0.493 2.096 -2.343
C -3.766913 -3.357547 0.905996 0.554 -1.179 -1.312
C -0.803213 -4.585137 -0.451324 -0.788 0.830 -0.031
H 1.681347 -3.412757 -0.221564 0.105 -0.223 0.234
H 1.122507 -1.766147 0.074076 0.097 0.222 -0.349
H 0.755377 -2.665917 -1.476034 -0.230 0.496 0.091
H 0.559997 -2.767477 2.206296 -0.183 0.336 0.067
H 0.699637 -4.424037 1.781036 -0.031 -0.203 -0.381
H -0.756303 -3.996167 3.627576 -0.553 -0.647 0.461
H -1.819153 -4.767117 2.340676 0.327 -0.177 0.097
H -1.423593 -1.843207 2.993626 0.014 0.464 -0.285
H -2.884053 -2.623167 3.431396 -0.462 -0.264 -0.365
H -3.665863 -0.545307 0.553806 -0.416 -0.165 -0.432
H -2.529013 -0.235827 1.694536 0.074 -0.148 0.784
H -4.142323 -0.990517 2.135736 0.353 -0.259 0.362
H -4.652023 -3.478507 1.530546 -0.217 1.459 0.275
H -3.479853 -4.404677 1.001946 1.046 -0.136 -0.109
H -4.034253 -3.297537 -0.149004 -0.362 0.335 -0.035
H -0.356603 -5.459537 0.022026 -0.015 -0.049 0.060
H -0.614003 -4.615627 -1.524344 0.735 0.362 0.004
H -1.888513 -4.669507 -0.507114 -0.105 -0.176 0.636
B -3.127633 0.268133 -3.234254 -0.497 0.100 -0.149
H -3.707223 0.051233 -4.118144 -2.238 -0.633 -3.480
H -3.096053 1.327273 -3.030604 -0.255 4.237 0.931
H -3.462723 -0.383597 -2.442284 -1.378 -1.989 3.268
H -2.114253 -0.029127 -3.455464 4.456 -1.400 -1.145
C 2.557137 -0.602207 3.482206 0.285 -1.534 -0.164
C 2.118827 0.802713 3.626606 0.030 0.976 0.452
C 0.628887 1.016263 3.289066 -0.286 0.406 0.376
C 0.234097 0.755983 1.906446 0.246 0.011 -0.683
N -0.084543 0.546753 0.819896 0.948 0.085 1.539
H 2.266747 -1.234577 4.321186 -0.107 0.069 0.221
H 3.642077 -0.662967 3.396626 0.079 -0.047 -0.073
H 2.116047 -1.095457 2.616036 0.122 0.093 -0.290
H 2.835657 1.448643 3.119626 -0.590 0.176 -0.945
H 2.369787 1.135453 4.633786 -0.736 -0.043 0.440
H 0.236127 1.995133 3.564106 0.421 0.446 -0.299
H -0.052063 0.406053 3.882406 0.336 -0.616 0.213
C 2.396227 4.750103 -3.938814 0.025 -0.310 -0.729
C 1.664097 5.942843 -3.279204 0.114 -1.495 -0.057
C 0.235547 5.499113 -2.688074 1.617 1.435 0.209
C 0.175317 4.142593 -2.207654 -1.042 -8.269 2.442
N 0.049557 2.989813 -1.800284 1.226 7.991 -2.750
H 3.396127 4.927873 -4.334654 0.077 0.737 0.144
H 1.850217 4.390833 -4.811104 -0.333 0.048 -0.062
H 2.560037 3.849263 -3.347404 -0.370 0.274 0.620
H 1.596247 6.760883 -3.996354 -0.528 -0.114 -0.099
H 2.308467 6.349023 -2.499514 -0.268 -0.185 0.380
H -0.620543 5.721353 -3.325104 0.151 -0.152 -0.093
H 0.144517 6.085823 -1.773974 -0.472 0.250 0.002
C 4.260787 1.406753 -0.266684 -0.719 -1.202 1.058
C 3.868867 -0.110337 -0.268064 1.104 0.974 -2.277
C 3.594577 -0.491827 -1.763184 -0.964 -0.214 0.625
C 2.229207 -0.126617 -2.101704 -1.371 0.164 0.382
N 1.118957 0.162883 -2.221224 0.950 -0.216 -0.285
H 3.494987 2.070943 -0.667324 -0.444 -0.173 0.260
H 5.134827 1.665843 -0.864194 0.323 -0.443 0.261
H 4.388827 1.566763 0.803876 0.412 1.000 -0.015
H 3.067007 -0.408727 0.407266 -0.147 0.352 -0.270
H 4.736197 -0.712867 0.001746 0.163 0.118 0.297
H 3.676037 -1.573457 -1.870574 0.161 -0.048 -0.397
H 4.189907 0.063803 -2.487734 0.624 -0.280 0.326
```
Positions in Å, forces in eV/Å.

Löwdin population analysis, charges in e, atoms 1 to 8: 1.41, 0.56, -0.37, -0.48, -0.38, -0.33, -0.08, -0.49

***

# 3
Density functional theory data (ωB97M-V with the def2-TZVPD basis set) for C21H43BHgO2P2 as an isolated structure.

The total charge is 0. For the energy above the lowest of the compared OMol25 structures with the same formula, charge and spin, the calculation gives 0.0 kJ/mol.

XYZ file:
```
70
Properties=species:S:1:pos:R:3:forces:R:3
P -1.756011 3.634308 1.816354 -2.460 1.056 -2.591
P -3.381694 0.515142 -0.218707 -0.755 3.145 -1.218
C -3.074769 3.194061 0.692449 -1.326 1.028 4.368
C -3.802503 1.873458 0.964168 -0.183 0.423 0.255
H -2.474835 3.141127 -0.530463 0.799 -0.836 -1.908
H -3.792257 4.016787 0.579804 0.132 -0.168 0.044
H -3.679313 1.498045 2.000602 -0.100 -0.050 -0.387
H -4.880298 2.044274 0.790161 0.280 -0.274 0.277
C -4.696339 0.672197 -1.462244 -0.483 -0.777 0.103
H -4.584188 -0.136198 -2.201759 -0.182 0.274 0.128
H -4.654748 1.643337 -1.979969 0.210 -0.395 0.409
H -5.666925 0.582323 -0.950659 0.169 -0.056 -0.310
C -3.455219 -1.083393 0.564580 0.228 -0.587 0.014
H -4.508479 -1.404196 0.538494 0.365 0.039 0.057
H -3.120032 -1.016531 1.613687 -0.047 -0.023 -0.488
H -2.837037 -1.803547 0.005183 -0.241 0.114 0.297
C -1.520798 5.412021 1.560156 -0.165 0.448 0.348
H -0.513161 5.703491 1.876036 -0.111 -0.087 -0.122
H -2.244821 5.989214 2.146558 0.011 -0.168 0.017
H -1.644297 5.684579 0.505976 0.170 -0.350 0.269
C -2.153344 3.447962 3.556677 0.030 0.135 1.025
H -2.815931 2.592493 3.737424 0.242 0.119 -0.061
H -2.660133 4.357940 3.909466 0.091 -0.310 -0.068
H -1.229864 3.330653 4.137192 -0.141 -0.098 0.066
Hg 1.009166 -1.980696 1.447231 1.227 1.203 0.290
C -1.953868 1.129296 -1.198914 1.472 -1.661 0.378
C -2.089505 2.580960 -1.547831 -0.516 0.553 -0.549
C -0.857795 3.255452 -2.097615 0.616 -0.370 -0.879
C 0.475012 3.257539 -1.293472 -0.335 0.638 -1.313
C 0.400752 3.610675 0.102501 -0.052 0.601 1.525
C -0.239506 2.862830 1.170642 0.928 -0.829 1.138
C -0.574957 1.342759 1.016199 0.899 0.266 0.790
C -0.707193 0.727436 -0.362328 0.024 -0.651 -0.242
C 1.891416 -0.343511 2.560691 -1.124 0.472 1.105
H -1.940152 0.529954 -2.123088 0.036 -0.346 0.143
H -2.899412 2.678439 -2.293127 0.212 0.048 0.077
H -1.116525 4.305254 -2.312859 -0.035 -0.229 0.139
H -0.653115 2.780730 -3.067341 0.292 0.167 -0.370
H 1.025046 2.331372 -1.467824 0.145 -0.283 -0.523
H 1.083088 4.054442 -1.763253 -0.120 -0.446 0.000
H 1.008772 4.438455 0.454516 0.056 -0.110 -0.078
H 0.354693 2.996846 2.109941 0.210 -0.545 -0.247
H -1.456999 1.074611 1.626125 -0.087 0.121 -0.080
H 0.226236 0.813737 1.547085 -0.315 0.167 -0.452
H 0.199715 0.837390 -0.945387 0.002 0.339 -0.036
H -0.717617 -0.371262 -0.197852 -0.331 0.141 -0.073
H 2.873865 -0.679992 2.902916 -0.177 -0.134 0.029
H 1.257490 -0.037058 3.423446 0.769 0.245 -0.525
H 2.025640 0.467819 1.831658 -0.008 -0.143 0.364
C 5.132111 -4.261697 0.085637 0.206 -0.014 0.275
C 4.022208 -3.844295 -0.880774 1.214 -1.381 -0.462
C 4.711070 -3.582579 -2.207222 0.079 -0.063 -0.596
O 3.401278 -2.671217 -0.393373 -1.022 0.068 0.426
B 2.244596 -3.128509 0.186811 -1.439 -0.144 0.032
O 1.941490 -4.450180 0.048868 0.378 0.548 -0.297
C 2.852023 -4.892507 -0.937562 0.699 -1.137 -1.304
C 2.160745 -4.906827 -2.310407 -0.188 0.037 -0.171
C 3.212577 -6.318717 -0.584284 0.407 -0.326 0.062
H 5.652395 -5.153523 -0.295633 -0.201 0.235 0.198
H 4.756372 -4.465660 1.098488 0.082 0.055 -0.265
H 5.873811 -3.453126 0.140686 -0.250 -0.154 0.085
H 5.519027 -2.853212 -2.080233 -0.249 -0.037 0.052
H 5.185301 -4.508864 -2.565649 -0.182 0.184 0.087
H 4.040772 -3.227742 -2.996766 0.091 0.015 0.249
H 2.770671 -5.432923 -3.057811 -0.036 0.200 0.225
H 1.211609 -5.453839 -2.242113 0.169 0.186 0.112
H 1.960264 -3.896653 -2.691392 -0.050 -0.210 0.177
H 3.717390 -6.365529 0.384990 -0.155 -0.096 -0.141
H 2.294810 -6.915393 -0.532977 0.149 0.141 0.004
H 3.862233 -6.770032 -1.342514 -0.025 0.072 0.120
```
Positions in Å, forces in eV/Å.

Löwdin population analysis, charges in e, atoms 1 to 8: 0.86, 0.96, -0.41, -0.33, 0.00, 0.07, 0.06, 0.08